21
Properties=species:S:1:pos:R:3 method="wB97M-V/def2-TZVPD" molar_mass_g_mol=128.2 smiles="[H]/N=N/C(C)=O.CC1CC1" e_tot_ha=-420.45447 e_lumo_ev=-0.19 homo_lumo_gap_ev=9.04 relative_energy_ev=3.522
H -0.308 -2.153 -1.732
N -0.009 -1.180 -1.921
N -0.694 -0.394 -1.256
C -0.920 0.923 -1.335
C -1.819 1.247 -2.525
O -0.697 1.728 -0.447
H -2.854 0.975 -2.290
H -1.773 2.320 -2.702
H -1.495 0.709 -3.419
C 1.966 0.109 0.535
C 1.010 -0.838 1.207
C 0.651 -0.603 2.645
C -0.458 -0.357 1.671
H 1.639 1.140 0.671
H 2.053 -0.117 -0.527
H 2.970 0.014 0.960
H 1.131 -1.877 0.919
H 1.067 0.274 3.122
H 0.569 -1.464 3.301
H -0.796 0.652 1.550
H -1.231 -1.108 1.574

***

21
Properties=species:S:1:pos:R:3 method="wB97M-V/def2-TZVPD" molar_mass_g_mol=113.2 smiles="C/[NH+]=C1/C[C@@H](C)CN1" e_tot_ha=-345.67707 e_lumo_ev=-2.90 charge=+1 homo_lumo_gap_ev=11.63 relative_energy_ev=0.516
C 0.475 -1.423 2.831
N 0.112 -0.230 2.011
C -0.165 -0.206 0.754
C -0.426 1.078 0.056
C -0.556 0.803 -1.493
C 0.713 1.450 -2.158
C -0.697 -0.772 -1.435
N -0.182 -1.117 -0.099
H 1.253 -2.047 2.307
H -0.485 -2.114 2.878
H 0.856 -0.942 3.687
H 0.166 0.679 2.403
H -1.437 1.426 0.442
H 0.242 1.861 0.321
H -1.438 1.328 -1.870
H 1.646 0.943 -1.783
H 0.945 2.516 -1.992
H 0.810 1.324 -3.269
H -1.785 -1.136 -1.326
H -0.287 -1.369 -2.244
H 0.240 -2.054 -0.020

***

8
Properties=species:S:1:pos:R:3 method="wB97M-V/def2-TZVPD" molar_mass_g_mol=117.4 e_tot_ha=-1028.77152 e_lumo_ev="-6.44 / -6.44" charge=+1 homo_lumo_gap_ev="9.61 / 9.61" relative_energy_ev=3.404
O 0.178 1.082 0.938
O 0.838 -1.618 0.320
O -0.219 0.951 -1.447
P -0.404 0.152 -0.166
Cl -2.217 -0.574 -0.013
H 0.489 0.983 1.894
H 0.775 -2.538 -0.063
H 0.560 1.563 -1.463

***

59
Properties=species:S:1:pos:R:3 method="wB97M-V/def2-TZVPD" molar_mass_g_mol=348.4 s2=0.753 e_tot_ha=-1359.38857 e_lumo_ev="0.02 / 0.01" spin_multiplicity=2 homo_lumo_gap_ev="3.44 / 7.03" relative_energy_ev=0.000
O -1.817 2.340 2.217
C -0.952 1.448 2.456
C -0.056 0.911 1.325
C 0.799 -0.221 1.815
C 0.380 -1.602 1.289
C 1.701 -2.604 -0.483
C 0.706 -1.787 -0.173
N 0.745 2.008 0.646
H -0.791 1.215 3.500
H -0.747 0.500 0.501
H 0.631 -0.191 2.935
H 1.929 -0.148 1.705
H 1.016 -2.292 1.831
H -0.650 -1.938 1.490
H 1.874 -2.990 -1.502
H 2.290 -3.312 0.083
H 0.054 -1.354 -0.913
H 1.703 1.944 1.034
H 0.358 2.938 0.503
H 0.928 1.755 -0.333
H -1.811 3.636 -0.627
H -0.845 4.268 -1.582
O -0.925 4.093 -0.636
H -1.788 -1.098 2.952
H -3.316 -0.702 3.230
O -2.603 -0.688 2.588
H 0.244 -2.265 3.567
H -0.900 -2.372 4.680
O -0.677 -2.054 3.800
H 0.962 1.277 -2.727
H 2.200 1.918 -2.042
O 1.248 2.008 -2.152
H -2.206 -1.349 -3.561
H -1.149 -1.953 -4.556
O -1.498 -1.122 -4.215
H -2.062 -4.206 0.088
H -1.690 -4.834 -1.233
O -1.699 -3.980 -0.780
H 2.779 -0.477 -2.815
H 4.369 -0.673 -3.020
O 3.669 -0.188 -2.585
H 3.991 1.226 -0.949
H 3.973 -0.078 -0.148
O 3.744 0.856 -0.099
H 3.607 2.214 1.682
H 2.959 3.191 2.667
O 2.888 2.295 2.323
H -0.048 -0.439 -3.562
H 0.709 0.071 -4.680
O 0.877 -0.147 -3.754
H -2.327 -0.967 -1.047
H -2.121 -2.557 -1.457
O -2.158 -1.624 -1.754
H -2.709 -0.200 1.063
H -3.503 0.151 -0.140
O -2.587 0.230 0.169
H -3.731 3.963 0.307
H -2.737 2.796 0.933
O -3.231 3.160 0.144

***

56
Properties=species:S:1:pos:R:3 method="wB97M-V/def2-TZVPD" molar_mass_g_mol=471.4 s2=0.759 e_tot_ha=-1292.65650 e_lumo_ev="-7.05 / -7.02" charge=+2 spin_multiplicity=2 homo_lumo_gap_ev="6.41 / 6.96" relative_energy_ev=0.921
Rh -0.214 -0.433 0.389
C -1.832 -2.524 -2.963
C -0.992 -1.734 -2.022
N -1.539 -1.025 -0.980
C -2.891 -0.560 -0.958
C -2.895 0.974 -0.738
N -1.882 1.400 0.235
C -2.335 1.804 1.572
C -2.151 0.677 2.590
N -0.795 0.108 2.516
C 0.300 0.936 3.081
C 1.406 1.187 2.034
N 1.494 0.056 1.149
C 2.603 -0.256 0.400
C 3.974 0.070 0.875
C 2.300 -0.928 -0.795
C 3.182 -1.562 -1.724
C 2.643 -2.222 -2.821
C 1.281 -2.297 -3.024
C 0.405 -1.692 -2.070
N 0.970 -0.968 -1.060
H -2.740 -2.874 -2.478
H -1.278 -3.391 -3.315
H -2.112 -1.923 -3.831
H -3.448 -1.049 -0.148
H -3.403 -0.768 -1.903
H -3.896 1.289 -0.430
H -2.666 1.443 -1.697
H -1.350 2.167 -0.171
H -3.391 2.093 1.558
H -1.762 2.680 1.888
H -2.859 -0.129 2.377
H -2.370 1.061 3.594
H -0.816 -0.768 3.035
H 0.736 0.413 3.933
H -0.097 1.887 3.440
H 2.362 1.351 2.541
H 1.188 2.100 1.455
H 4.197 1.129 0.720
H 4.710 -0.513 0.331
H 4.075 -0.146 1.938
H 4.245 -1.549 -1.563
H 3.307 -2.704 -3.522
H 0.865 -2.802 -3.877
O 0.379 -2.669 0.892
N -0.001 -3.438 1.857
C -1.131 -4.163 1.725
C -1.561 -4.996 2.731
C -0.822 -5.094 3.905
C 0.351 -4.356 4.015
C 0.742 -3.536 2.979
H -1.648 -4.039 0.783
H -2.465 -5.564 2.593
H -1.153 -5.725 4.714
H 0.968 -4.420 4.898
H 1.652 -2.951 2.994

***

33
Properties=species:S:1:pos:R:3 method="wB97M-V/def2-TZVPD" molar_mass_g_mol=231.3 smiles="CC(C)[C@H](NC(=O)[C@@H](N)CC(N)=O)C(=O)O" e_tot_ha=-818.39889 e_lumo_ev=0.44 homo_lumo_gap_ev=10.17 relative_energy_ev=0.725
C 1.240 2.648 1.564
C 0.256 1.638 2.190
C -0.305 2.063 3.489
C -0.766 1.187 1.225
N -0.091 0.418 0.174
C -0.722 -0.382 -0.691
O -1.922 -0.633 -0.605
C 0.106 -1.151 -1.691
N 1.357 -0.476 -1.910
C 0.298 -2.631 -1.270
C 0.876 -3.421 -2.417
N 0.299 -4.675 -2.707
O 1.906 -3.002 -2.998
C -1.673 2.299 0.675
O -1.493 3.440 1.088
O -2.614 2.015 -0.236
H 0.548 3.489 1.315
H 1.924 2.951 2.335
H 1.749 2.209 0.697
H 0.853 0.690 2.329
H -1.035 1.363 3.858
H -0.725 3.050 3.372
H 0.515 2.255 4.144
H -1.492 0.460 1.779
H 0.906 0.653 -0.092
H -0.634 -1.092 -2.566
H 1.224 0.250 -2.625
H 1.938 -1.085 -2.386
H 0.981 -2.725 -0.411
H -0.651 -2.931 -0.861
H 0.488 -5.062 -3.733
H -0.808 -4.835 -2.593
H -2.534 1.020 -0.440